Record 1
Below is a molecular structure, C25H28N6O4ReS at a distorted geometry, with properties calculated with ωB97M-V with the def2-TZVPD basis set.

Summary:
- net charge = +4
- HOMO level (spin up / spin down) (eV) = -19.246 / -19.244
- energy (eV) = -56429.503
- lowest unoccupied orbital energy (spin up / spin down) (eV) = -15.08 / -15.24
- spin multiplicity = 2
- HOMO-LUMO gap (spin up / spin down) (eV) = 4.17 / 4.00

Last column: natural (NBO) charge in e.
CARTESIAN COORDINATES (ANGSTROEM)
Re -0.44420 -1.74421 -1.11630  1.686
C -2.64257 -2.34238 -3.41671  -0.675
C -3.17301 -2.53252 -2.03539  0.330
C -4.51362 -2.82616 -1.81076  -0.212
C -4.98270 -2.98362 -0.52051  0.003
C -4.10269 -2.87685 0.57240  -0.162
C -2.78874 -2.60792 0.32683  0.158
N -2.33182 -2.39120 -0.96799  -0.513
C -1.69262 -2.63040 1.31751  0.205
C -1.74851 -2.97878 2.65043  -0.168
C -0.54621 -3.14400 3.34433  -0.022
C 0.68202 -3.05492 2.68267  -0.187
C 0.68193 -2.70999 1.34746  0.278
N -0.48935 -2.41024 0.73555  -0.468
C 1.79960 -2.76988 0.38204  0.135
C 3.07475 -3.16792 0.65221  -0.165
C 3.96836 -3.34409 -0.42171  0.002
C 3.55083 -3.12443 -1.71980  -0.214
C 2.25013 -2.69991 -1.97219  0.340
C 1.78138 -2.44076 -3.36279  -0.671
N 1.39667 -2.49326 -0.92276  -0.524
H -2.58327 -3.30421 -3.93354  0.308
H -1.64710 -1.87624 -3.45946  0.187
H -3.30857 -1.70230 -3.99877  0.307
H -5.18118 -2.92451 -2.65797  0.294
H -6.02927 -3.20773 -0.34681  0.294
H -4.46509 -3.02873 1.58032  0.282
H -2.69330 -3.15984 3.14498  0.285
H -0.56883 -3.41521 4.39339  0.293
H 1.60086 -3.28961 3.20298  0.284
H 3.39502 -3.37093 1.66529  0.282
H 4.98233 -3.67459 -0.22597  0.294
H 4.22722 -3.27812 -2.55158  0.294
H 1.75219 -3.37344 -3.93212  0.309
H 2.46695 -1.76474 -3.87807  0.306
H 0.78339 -1.98292 -3.42532  0.186
C 2.75835 6.15259 3.65219  -0.621
C 1.45707 5.52798 3.15156  -0.648
S 1.76013 4.68093 1.62510  2.180
O 2.37620 3.38924 1.86210  -0.995
O 2.34282 5.54987 0.65134  -0.907
C 0.13489 4.19487 0.95233  -0.681
C 0.52629 3.63324 -0.41602  -0.233
N -0.19156 2.36329 -0.75281  -0.251
C 0.40076 1.18546 -0.66777  0.513
N -0.50449 0.20695 -1.05407  -0.573
C -1.71441 0.86536 -1.37246  -0.069
C -1.49753 2.17218 -1.17537  0.235
N -2.48931 3.23599 -1.38558  0.528
O -3.56393 2.83562 -1.74941  -0.291
O -2.14640 4.35167 -1.09766  -0.280
C 1.81240 0.97077 -0.28025  -0.704
H 2.55486 6.65324 4.59699  0.259
H 3.12879 6.88694 2.94016  0.250
H 3.51788 5.39075 3.82062  0.233
H 0.70307 6.28701 2.93644  0.261
H 1.06291 4.78640 3.84706  0.249
H -0.57745 5.01101 0.87335  0.280
H -0.22790 3.42657 1.63588  0.233
H 1.56874 3.32807 -0.39496  0.252
H 0.39829 4.34374 -1.22687  0.289
H -2.60696 0.38424 -1.73604  0.277
H 2.47023 1.53698 -0.94480  0.303
H 2.09061 -0.07830 -0.34480  0.215
H 1.99471 1.35388 0.73184  0.332

Record 2
Below is a molecular structure, C25H29BGeN7O3PbS at a distorted geometry, with properties calculated with ωB97M-V with the def2-TZVPD basis set.

Summary:
- net charge = -1
- HOMO level (eV) = -4.906
- energy (eV) = -116249.132
- lowest unoccupied orbital energy (eV) = 2.78
- spin multiplicity = 1
- HOMO-LUMO gap (eV) = 7.69
- energy relative to the best compared isomer or geometry (same formula, charge and spin) (eV) = 0.0000

Last column: natural (NBO) charge in e.
CARTESIAN COORDINATES (ANGSTROEM)
Pb -0.74899 1.31301 0.39134  1.488
C -1.58370 -2.92370 -2.91749  -0.465
C -1.09797 -1.55937 -2.95082  0.106
N -0.63257 -0.94349 -1.90793  -0.504
N -1.68213 -2.66681 -0.55104  -0.602
C -2.09334 -3.27012 -1.71768  0.124
B -2.70307 -2.43323 0.59824  0.578
N -1.95809 -2.17367 1.93874  -0.331
C -1.92889 -2.99490 3.02512  -0.020
C -1.24118 -2.34775 4.03798  -0.373
C -0.95056 -1.08558 3.49395  -0.056
N -1.39189 -0.98123 2.24432  -0.314
N -3.76366 -1.31524 0.29882  -0.326
C -5.11003 -1.42586 0.38279  -0.028
C -5.67365 -0.20438 0.05256  -0.376
C -4.56999 0.61418 -0.21773  -0.061
N -3.42868 -0.06463 -0.10120  -0.301
H -1.98337 -3.39705 -3.82075  0.210
H -1.24598 -1.02399 -3.90292  0.186
H -2.91522 -3.95865 -1.68529  0.197
H -3.31739 -3.47245 0.67114  -0.065
H -2.36855 -3.98478 2.96027  0.217
H -1.04657 -2.71921 5.03786  0.220
H -0.48440 -0.23303 3.95077  0.203
H -5.59189 -2.36249 0.59941  0.210
H -6.72432 0.05721 -0.00180  0.216
H -4.54760 1.65938 -0.54558  0.201
S -1.18022 3.91733 0.97849  -0.416
C 0.27972 3.58643 1.91940  0.076
C 1.29942 4.51262 2.19174  -0.294
C 2.33804 4.14279 3.02672  -0.137
C 2.40385 2.86817 3.53278  -0.275
C 1.48745 1.94772 3.06840  0.087
N 0.44481 2.27137 2.31540  -0.619
H 1.23830 5.47258 1.69735  0.231
H 3.14438 4.83938 3.20355  0.211
H 3.23978 2.50699 4.11821  0.218
H 1.58486 0.86719 3.28560  0.206
C 0.98986 -4.92557 -0.80364  -1.069
Ge 1.18828 -2.93227 -0.76873  1.569
C 2.46764 -2.38244 -2.16940  -1.096
C 2.09312 -2.38990 0.91874  -1.095
C -0.50006 -1.82268 -0.77379  -0.283
H 1.73875 -5.35807 -0.15933  0.216
H 1.12199 -5.29561 -1.82501  0.222
H -0.01171 -5.21975 -0.49821  0.230
H 3.43622 -2.87966 -1.97631  0.217
H 2.68539 -1.31278 -2.02714  0.237
H 2.21444 -2.53422 -3.23094  0.229
H 3.07399 -2.89505 0.97751  0.218
H 1.41626 -2.52945 1.79645  0.231
H 2.26022 -1.32997 0.77132  0.250
H -0.36625 -1.29100 0.16129  0.205
O 0.97931 1.56627 -2.76064  -0.694
C 1.50687 2.78012 -2.46165  0.411
C 1.26938 3.77727 -3.40448  -0.305
C 1.79891 5.04173 -3.24286  -0.187
C 2.62930 5.29470 -2.16015  -0.276
C 2.84833 4.31432 -1.19028  -0.145
C 2.26488 3.05607 -1.30760  -0.268
C 2.46360 2.00381 -0.23093  0.784
O 3.40410 2.06435 0.55868  -0.661
O 1.54304 1.07519 -0.20964  -0.923
H 1.15161 0.96141 -2.01631  0.523
H 0.65418 3.51713 -4.27017  0.215
H 1.60586 5.81622 -4.00647  0.203
H 3.07703 6.25864 -2.04563  0.199
H 3.49879 4.53643 -0.34537  0.225

Record 3
Below is a molecular structure, C25H29BrIrN3O4S4, with properties calculated with ωB97M-V with the def2-TZVPD basis set.

Summary:
- net charge = +2
- HOMO level (spin up / spin down) (eV) = -13.488 / -13.488
- energy (eV) = -155264.393
- lowest unoccupied orbital energy (spin up / spin down) (eV) = -6.92 / -6.92
- spin multiplicity = 1
- HOMO-LUMO gap (spin up / spin down) (eV) = 6.57 / 6.57
- energy relative to the best compared isomer or geometry (same formula, charge and spin) (eV) = 2.5189

Last column: natural (NBO) charge in e.
CARTESIAN COORDINATES (ANGSTROEM)
Ir -1.06481 0.11560 -0.36704  0.841
O -5.60468 3.74604 1.68158  -0.601
C -4.72240 2.91478 1.14818  0.411
C -5.05222 1.87031 0.27756  -0.309
C -4.04697 1.06904 -0.21076  0.093
N -2.76065 1.26055 0.10518  -0.541
C -2.46979 2.25513 0.95272  0.178
Br -0.61009 2.30537 1.37430  0.194
C -3.37829 3.11140 1.50244  -0.306
H -6.51008 3.55712 1.40019  0.509
H -6.07723 1.68453 -0.01166  0.252
H -4.25257 0.24985 -0.88561  0.231
H -3.09361 3.89982 2.18242  0.276
C -0.78574 -2.17440 3.76342  -0.271
O -0.54026 -3.00434 2.61086  -0.480
C -0.87795 -2.68276 1.38241  0.041
S -0.48796 -3.63522 0.12022  -0.060
S -1.85310 -1.18277 1.24986  0.014
H -0.31257 -2.70664 4.58227  0.228
H -1.85439 -2.08678 3.94921  0.202
H -0.33193 -1.19328 3.63215  0.204
C 3.29771 -3.65879 2.85172  -0.618
C 4.26358 -2.86995 1.97867  -0.415
C 3.81613 -1.43825 1.73287  -0.238
N 2.64235 -1.42994 0.84244  -0.484
C 2.07775 -0.42177 0.23690  0.404
S 0.96085 -0.78000 -1.06478  -0.124
N 2.39806 0.86822 0.50109  -0.667
C 2.55466 1.44137 1.79709  0.668
O 2.16534 0.82968 2.76227  -0.561
C 3.11258 2.80244 1.81339  -0.153
C 3.85917 3.31395 0.75102  -0.190
C 4.37131 4.59702 0.82926  -0.205
C 4.13659 5.36755 1.96058  -0.146
C 3.40018 4.85748 3.02305  -0.203
C 2.89123 3.57387 2.95527  -0.162
H 3.69516 -4.64882 3.06636  0.241
H 2.32969 -3.80559 2.36836  0.201
H 3.13146 -3.15081 3.80302  0.213
H 4.41518 -3.37308 1.01913  0.212
H 5.24616 -2.82040 2.44929  0.241
H 4.59675 -0.85390 1.23845  0.222
H 3.54651 -0.93976 2.66268  0.241
H 2.27786 -2.33748 0.56568  0.445
H 2.21510 1.51031 -0.25777  0.439
H 4.08185 2.70758 -0.11855  0.215
H 4.96427 4.99278 0.01683  0.237
H 4.53920 6.36941 2.01905  0.238
H 3.23296 5.45957 3.90484  0.237
H 2.33053 3.15320 3.77874  0.238
C -3.18565 -2.61614 -2.26234  -0.805
S -1.66033 -1.81785 -2.72720  1.254
O -1.83846 -0.35433 -2.14388  -0.885
C -1.88942 -1.55809 -4.45479  -0.208
C -2.67561 -0.52140 -4.94156  -0.224
C -2.82824 -0.40635 -6.31240  -0.186
C -2.21605 -1.31860 -7.16395  -0.158
C -1.43376 -2.34628 -6.65788  -0.176
C -1.25210 -2.46732 -5.28851  -0.224
H -4.02206 -1.98910 -2.56682  0.246
H -3.15262 -2.78494 -1.18772  0.268
H -3.21450 -3.57059 -2.78735  0.272
H -3.14337 0.18412 -4.26889  0.233
H -3.42876 0.39545 -6.71958  0.239
H -2.34592 -1.22188 -8.23303  0.242
H -0.95256 -3.04540 -7.32698  0.242
H -0.62343 -3.25056 -4.88400  0.237

Q: Look up the spin multiplicity of the second one.
A: 1